# 1
The following is a DFT calculation (ωB97M-V with the def2-TZVPD basis set) of a molecular structure, H10NaO5.

Properties
- HOMO (eV) = -15.5

```
! RIJCOSX wB97M-V def2-TZVPD def2/J DEFGRID3
* xyz 1 1
Na 30.93 23.26 20.88
O 31.05 21.83 22.41
H 31.96 22.01 22.19
H 31.01 21.95 23.36
O 30.02 24.79 20.56
H 29.07 24.87 20.51
H 30.35 25.66 20.34
O 29.76 22.18 19.99
H 29.45 22.76 19.29
H 29.37 21.33 19.77
O 31.83 24.41 22.19
H 32.74 24.09 22.19
H 31.81 25.06 22.89
O 31.98 22.87 19.53
H 32.48 23.48 18.99
H 32.26 22.00 19.23
*
```

Here are the natural (NBO) charges for atoms 1 to 2, given in e: number 1, Na, carries 0.894; number 2, O, carries -0.933

# 2
The following is a DFT calculation (ωB97M-V with the def2-TZVPD basis set) of 5 unconnected molecules or ions with the total composition H10O5.

Properties
- <S²> = 0.750
- HOMO (alpha / beta) (eV) = 0.7 / -7.3

```
! RIJCOSX wB97M-V def2-TZVPD def2/J DEFGRID3
* xyz -1 2
O 25.65 19.40 -6.84
H 25.66 19.91 -6.03
H 25.73 18.49 -6.54
O 24.58 16.11 -3.48
H 23.99 15.45 -3.11
H 24.23 16.29 -4.35
O 22.51 18.60 -3.95
H 21.86 17.96 -3.64
H 22.01 19.19 -4.52
O 23.89 16.31 -9.00
H 24.42 15.75 -9.57
H 23.00 15.96 -9.08
O 23.89 16.82 -6.19
H 23.00 17.11 -5.97
H 23.93 16.86 -7.14
*
```

Here are the natural (NBO) charges for atoms 1 to 2, given in e: number 1, O, carries -0.960; number 2, H, carries 0.456

# 3
The following is a DFT calculation (ωB97M-V with the def2-TZVPD basis set) of 5 unconnected molecules or ions with the total composition H10O5.

Properties
- structure (SMILES) = O.O.O.O.O
- HOMO (eV) = -11.6

```
! RIJCOSX wB97M-V def2-TZVPD def2/J DEFGRID3
* xyz 0 1
O -0.60 1.87 0.82
H 0.26 2.13 0.47
H -1.19 1.93 0.06
O 0.62 -2.13 -0.92
H 0.65 -1.25 -0.51
H -0.28 -2.21 -1.24
O 1.62 1.79 -1.08
H 0.69 1.55 -1.06
H 2.04 1.11 -1.62
O -3.97 -0.46 0.18
H -3.97 -1.34 -0.23
H -3.40 0.07 -0.40
O 2.42 -1.01 1.15
H 1.91 -1.82 1.29
H 2.59 -0.69 2.04
*
```

Here are the natural (NBO) charges for atoms 1 to 2, given in e: number 1, O, carries -0.930; number 2, H, carries 0.478

# 4
The following is a DFT calculation (ωB97M-V with the def2-TZVPD basis set) of 5 unconnected molecules or ions with the total composition H10O5.

Properties
- structure (SMILES) = O.O.O.O.O
- HOMO (eV) = -10.3

```
! RIJCOSX wB97M-V def2-TZVPD def2/J DEFGRID3
* xyz 0 1
O -0.23 2.91 0.37
H 0.03 2.22 -0.25
H -0.89 3.38 -0.11
O -2.26 -2.67 0.58
H -1.72 -3.44 0.61
H -2.90 -2.81 -0.06
O 0.58 0.60 -1.62
H 0.91 1.52 -1.63
H 0.10 0.42 -0.77
O 0.14 -0.08 0.98
H -0.73 -0.47 1.06
H 0.18 0.80 1.32
O 2.32 -1.19 -0.19
H 1.59 -0.74 0.19
H 2.87 -0.44 -0.48
*
```

Here are the natural (NBO) charges for atoms 1 to 2, given in e: number 1, O, carries -0.943; number 2, H, carries 0.455

Computed energy above the lowest of the compared OMol25 structures with the same formula, charge and spin (kJ/mol) in order:
366.8; 66.8; 141.0; 137.6
Computed electronic energy (Ha) in order:
-544.23236; -382.15673; -382.17048; -382.17178
Computed maximum force (hartree/bohr) in order:
0.1138; 0.0178; 0.0096; 0.0528